1.
Here is a structure of composition C41H49AsMoN3O7PS3Si2 from OMol25. Energies are from the ωB97M-V functional and the def2-TZVPD basis.

```
108
Properties=species:S:1:pos:R:3:forces:R:3
Mo 0.111 -0.683 -0.568 0.5842 0.2791 0.3205
As 3.407 -0.411 -0.749 0.1824 -0.2237 -0.2959
S 1.076 -2.727 3.714 0.0228 -0.0146 -0.0537
S 1.285 0.026 1.479 -0.2779 -0.0757 -0.2243
S 1.164 2.527 -0.766 0.0817 -0.0355 -0.0885
P 1.212 -0.813 3.392 0.0288 -0.0039 0.0086
Si -2.814 -2.513 -1.992 0.0600 0.0202 -0.0332
Si -2.704 -1.456 1.022 -0.1495 -0.1416 -0.1420
O 4.328 -1.402 0.165 -0.0553 -0.0051 0.0171
O 1.082 1.118 -1.304 -0.3154 0.1285 0.2157
O 0.301 2.742 0.366 0.0172 0.0291 -0.0176
O 1.929 -1.205 -1.169 -0.1475 0.2947 -0.1168
O 1.037 3.489 -1.835 0.0168 -0.0580 -0.1048
O -1.434 0.567 -1.174 -0.1325 -0.2201 -0.1855
O 4.149 -0.241 -2.347 -0.0971 -0.0494 0.0614
N -1.284 1.699 -3.205 -0.0090 0.0360 -0.0284
N 0.349 -2.643 0.205 0.0632 -0.1423 -0.0248
N -1.668 2.949 -3.648 0.1794 0.0395 0.0030
C -1.952 0.269 5.740 0.0058 -0.0038 0.0017
C -2.347 3.561 -2.658 -0.0454 -0.0351 0.0110
C 5.426 2.803 0.758 0.0092 -0.0116 0.0100
C -0.983 -0.476 5.078 -0.0088 -0.0136 -0.0212
C 3.667 1.438 -0.176 -0.0686 -0.0163 0.0157
C 5.213 0.774 4.985 -0.0090 0.0025 0.0069
C -0.954 -4.562 -0.229 0.0061 -0.0049 0.0422
C -2.397 -2.691 2.388 0.0276 0.0174 0.0267
C 1.413 -3.373 0.552 -0.0318 -0.0208 -0.0028
C -0.225 0.989 -3.852 -0.0286 0.0007 -0.0051
C 1.863 -0.431 -4.971 0.0062 -0.0011 0.0184
C 0.768 -1.104 -4.457 0.0058 -0.0050 0.0185
C 4.961 1.572 0.325 -0.0074 0.0104 0.0081
C -2.963 4.897 -2.873 0.0096 0.0073 0.0006
C -1.781 3.249 -5.064 -0.0632 -0.0266 0.0183
C 5.154 0.137 3.753 -0.0029 -0.0081 -0.0051
C -0.820 -3.177 -0.165 -0.0659 -0.0554 0.0301
C 1.905 0.956 -4.931 0.0113 0.0055 0.0114
C -1.740 -3.359 -3.308 -0.0015 -0.0053 -0.0290
C 3.319 3.796 0.204 -0.0185 -0.0295 0.0418
C 0.124 -5.338 0.157 -0.0143 -0.0129 -0.0128
C -4.566 -1.474 0.721 -0.0099 0.0233 -0.0376
C 4.607 3.919 0.694 0.0075 0.0149 -0.0008
C 2.839 0.500 5.239 0.0110 0.0313 -0.0218
C -0.071 0.157 4.244 -0.0088 -0.0129 -0.0101
C -0.290 -0.393 -3.906 -0.0252 0.0345 -0.0006
C -1.080 2.282 4.752 -0.0322 0.0046 -0.0207
C -1.998 1.645 5.580 -0.0052 -0.0138 -0.0020
C 3.943 -0.318 3.255 0.0015 -0.0677 0.0195
C -2.371 2.752 -1.553 0.0051 0.0471 -0.0132
C 2.780 -0.126 3.998 -0.0044 0.0311 0.0583
C -0.123 1.542 4.080 -0.0081 -0.0127 -0.0622
C -1.672 1.580 -1.894 -0.0092 0.0554 0.0184
C 1.318 -4.748 0.561 0.0210 0.0233 0.0260
C 4.056 0.951 5.730 0.0131 0.0036 -0.0010
C -1.714 -2.051 -0.529 0.0947 0.0262 0.2954
C -3.753 -1.054 -2.739 0.0275 0.0203 0.0274
C -4.129 -3.791 -1.522 -0.0027 -0.0088 0.0385
C -2.417 0.302 1.608 0.0408 0.0486 -0.0414
C 2.847 2.561 -0.221 0.0407 0.0143 0.0009
C 0.868 1.675 -4.363 0.0133 0.0067 0.0541
H 2.693 -0.985 -5.389 -0.0030 -0.0016 -0.0060
H 6.162 1.129 5.368 -0.0001 0.0002 0.0007
H 6.056 -0.012 3.172 -0.0009 -0.0084 -0.0020
H 2.771 1.482 -5.308 -0.0035 -0.0006 0.0042
H -3.867 -4.399 -0.655 -0.0307 0.0172 -0.0104
H -5.025 -0.940 1.559 0.0152 -0.0011 -0.0009
H -2.692 -3.694 2.069 -0.0192 0.0065 0.0066
H 4.099 1.441 6.694 -0.0017 0.0004 0.0016
H -2.222 5.613 -3.228 0.0033 -0.0031 0.0054
H -5.084 -3.314 -1.306 -0.0065 0.0015 -0.0080
H -4.983 -2.480 0.705 -0.0089 -0.0100 0.0093
H 3.913 -0.826 2.296 0.0253 0.0456 0.0209
H -3.004 -2.421 3.258 -0.0030 -0.0005 0.0082
H 4.969 4.883 1.028 -0.0044 -0.0025 -0.0009
H 1.938 0.641 5.823 0.0095 -0.0018 0.0056
H 5.593 0.694 0.383 0.0032 0.0103 0.0090
H -3.378 5.262 -1.938 -0.0003 -0.0023 -0.0020
H -2.735 0.346 2.655 -0.0188 0.0144 0.0353
H -2.667 -0.228 6.384 0.0039 0.0018 -0.0025
H 2.166 -5.339 0.872 -0.0074 -0.0076 -0.0082
H 2.326 -2.842 0.785 0.0081 0.0127 0.0148
H -0.928 -1.550 5.199 -0.0029 -0.0087 -0.0016
H 6.432 2.887 1.148 -0.0010 -0.0069 -0.0005
H -2.751 2.226 6.099 0.0023 -0.0032 -0.0035
H -1.354 -2.739 2.709 -0.0394 0.0070 -0.0155
H 0.041 -6.418 0.136 -0.0002 0.0030 0.0006
H -1.763 -2.831 -4.264 -0.0214 -0.0268 0.0011
H -1.220 2.513 -5.628 0.0260 -0.0122 -0.0071
H 4.538 -1.099 -2.563 0.0256 0.0247 -0.0295
H -1.405 0.695 1.553 0.0334 0.0071 0.0390
H 0.729 -2.185 -4.481 -0.0098 0.0005 -0.0002
H -1.166 -0.899 -3.531 -0.0049 0.0058 0.0139
H 0.932 2.748 -4.254 -0.0018 0.0270 0.0287
H -4.282 -4.466 -2.368 -0.0001 0.0006 0.0046
H -3.061 0.970 1.031 0.0095 0.0031 0.0055
H -0.696 -3.438 -2.994 0.0105 0.0181 -0.0076
H -1.119 3.355 4.619 0.0035 -0.0040 0.0020
H 0.571 2.034 3.409 -0.0057 -0.0030 0.0029
H -2.825 3.223 -5.383 -0.0002 -0.0073 -0.0025
H -1.874 -5.013 -0.573 0.0322 -0.0075 0.0270
H -4.804 -1.326 -2.865 0.0128 -0.0145 -0.0171
H -1.360 4.233 -5.261 -0.0042 0.0004 0.0044
H -2.757 2.980 -0.577 0.0036 -0.0047 0.0018
H -3.767 4.845 -3.610 0.0028 0.0014 -0.0004
H 2.662 4.655 0.148 0.0006 -0.0026 0.0079
H -2.095 -4.374 -3.496 0.0098 -0.0038 0.0209
H -3.374 -0.765 -3.721 0.0383 0.0215 -0.0051
H -4.865 -0.957 -0.194 -0.0126 -0.0140 0.0285
H -3.716 -0.176 -2.093 -0.0056 0.0076 -0.0022
```
Positions in Å, forces in eV/Å.

Values from the calculation:
Gap between HOMO and LUMO (alpha / beta): 7.308 / 7.562 eV
<S²>: 2.023
Multiplicity: 3
Relative energy (zero: lowest compared OMol25 entry of this formula, charge and spin): 4.6 kcal per mole

***

2.
Here is an isolated molecule of CH2O3S at a distorted geometry from OMol25. Energies are from the ωB97M-V functional and the def2-TZVPD basis.

```
7
Properties=species:S:1:pos:R:3:forces:R:3
S -0.856 1.056 -0.001 -1.8057 -0.6740 -2.0954
O 1.520 0.435 0.742 1.0219 -0.5369 0.7267
O 1.007 0.333 -0.452 0.1031 -1.5944 -0.6954
O -0.667 1.036 1.425 0.2139 0.1243 1.2729
C -0.162 -0.613 -0.543 -1.0085 2.3442 4.1253
H -0.379 -0.952 -1.488 -0.0002 -0.4753 -2.3014
H -0.463 -1.297 0.317 1.4755 0.8121 -1.0327
```
Positions in Å, forces in eV/Å.

Values from the calculation:
Gap between HOMO and LUMO (alpha / beta): 8.878 / 8.082 eV
Relative energy (zero: lowest compared OMol25 entry of this formula, charge and spin): 135.2 kcal per mole